Entry from the OMol25 dataset: 6 unconnected molecules or ions with the total composition C35H63BF3NO14S5 at a distorted geometry (ωB97M-V with the def2-TZVPD basis set).

Geometry as XYZ:
```
122
Properties=species:S:1:pos:R:3:mulliken_charge:R:1
C -4.06201 1.31481 -0.74795 -1.20
C -2.88124 1.60635 -1.28016 -0.08
C -1.34340 1.79762 -1.71819 -0.14
C -0.54934 0.36946 -1.91564 0.80
O 0.32111 0.25582 -0.74459 -0.31
C -0.38889 -0.26040 0.41504 -0.87
C -0.22758 -1.84632 0.67895 0.77
C -0.43071 -2.04642 2.29898 -1.18
C 1.20902 -2.46407 0.27092 0.73
C 1.78625 -3.55044 1.35791 -1.21
C 0.94472 -3.34855 -1.08892 -0.96
O -1.53790 -0.69434 -2.02920 -0.27
C -1.96809 -0.92476 -3.37287 -0.22
O -1.64829 -2.05573 -3.90253 -0.58
C -2.86844 0.05153 -4.27837 0.12
C -4.38704 -0.49418 -4.28591 -0.35
C -5.08253 -0.54610 -5.72847 0.21
F -6.37471 -1.23167 -5.81831 -0.28
C -4.57108 -0.00650 -6.95871 0.25
F -4.17465 -0.85344 -8.07141 -0.22
F -4.37120 1.41439 -7.17204 -0.21
B 0.50201 0.44353 -3.20862 0.31
N 1.27792 -0.76170 -3.70290 -0.10
O 0.77484 1.69215 -3.94619 -0.58
H -5.11657 1.52959 -0.31545 0.27
H -1.34813 2.44238 -2.66635 0.55
H -0.81118 2.37897 -0.87543 0.21
H -1.51049 -0.01637 0.45509 0.24
H 0.08382 0.26943 1.34356 0.18
H -1.11980 -2.38005 0.18016 0.05
H -0.72356 -3.12012 2.57456 0.21
H 0.49701 -1.65453 2.88688 0.23
H -1.29259 -1.31238 2.59065 0.37
H 1.98670 -1.61962 0.09454 0.20
H 2.66763 -4.17073 0.92546 0.32
H 0.97074 -4.32407 1.63937 0.11
H 2.15448 -3.00894 2.30496 0.30
H 1.92357 -3.69246 -1.58611 0.21
H 0.27776 -2.69619 -1.77153 0.10
H 0.27747 -4.25632 -0.78325 0.33
H -2.38090 0.04595 -5.33870 0.44
H -2.88196 1.15084 -3.94824 0.18
H -5.04880 0.13701 -3.56377 0.21
H -4.34117 -1.59818 -3.90949 0.34
H 1.56291 -1.37415 -2.92319 0.11
H 0.76401 -1.26596 -4.44180 0.19
H 1.33122 2.22696 -3.30413 0.35
O 1.61900 3.38862 -2.02016 -0.89
S 0.85184 4.60277 -1.81994 1.54
O -0.57836 4.65579 -2.02154 -0.78
C 1.22916 5.24704 -0.20119 -0.65
C 2.43626 6.14632 -0.42626 -0.43
C 2.14056 6.92446 -1.70958 -0.81
C 1.62588 5.92301 -2.74503 -0.83
H 1.42709 4.42673 0.48951 0.27
H 0.36575 5.82469 0.13779 0.46
H 2.60328 6.81137 0.42117 0.32
H 3.33685 5.53829 -0.56243 0.27
H 1.37002 7.67705 -1.51006 0.30
H 3.02532 7.45082 -2.07605 0.36
H 0.89151 6.37568 -3.41309 0.42
H 2.44367 5.49363 -3.32756 0.36
O -4.60729 2.48557 2.68157 -0.61
S -6.00558 2.58070 2.33179 1.15
O -6.46577 3.33226 1.18489 -0.68
C -6.68071 0.93164 2.24746 -0.64
C -7.14289 0.64129 3.66890 -0.69
C -7.82768 1.92087 4.15212 -0.64
C -6.92118 3.09520 3.77986 -0.64
H -5.92044 0.23548 1.89212 0.42
H -7.52611 0.95184 1.55517 0.40
H -7.81699 -0.21760 3.70399 0.36
H -6.27985 0.42088 4.30621 0.31
H -8.79504 2.02831 3.64967 0.29
H -8.01839 1.89580 5.22792 0.32
H -7.49867 3.99034 3.54380 0.33
H -6.20364 3.31391 4.57323 0.35
O 0.21030 -5.22023 3.62114 -0.60
S 1.31418 -6.10421 3.91816 1.26
O 2.41843 -6.29545 3.00522 -0.70
C 1.96264 -5.67813 5.52415 -0.75
C 1.14068 -6.51438 6.49565 -0.59
C 1.02744 -7.89993 5.85773 -0.58
C 0.65467 -7.69928 4.38798 -0.75
H 1.86598 -4.60539 5.69233 0.38
H 3.01551 -5.96962 5.54708 0.39
H 1.60842 -6.55889 7.48189 0.35
H 0.14243 -6.07929 6.61341 0.29
H 1.99297 -8.41259 5.92639 0.29
H 0.28926 -8.52183 6.37023 0.31
H 1.09044 -8.47229 3.75317 0.36
H -0.42812 -7.67129 4.25007 0.36
O 4.50405 -1.45521 -4.37476 -0.71
S 3.83828 -2.71661 -4.60157 1.25
O 2.67723 -3.12572 -3.84384 -0.67
C 3.46842 -2.85605 -6.34069 -0.77
C 4.71159 -3.50044 -6.93911 -0.61
C 5.11416 -4.60913 -5.96520 -0.57
C 5.06085 -4.02183 -4.55398 -0.72
H 3.25266 -1.87138 -6.75563 0.41
H 2.59778 -3.50813 -6.44573 0.38
H 4.51832 -3.89102 -7.94091 0.34
H 5.51787 -2.76277 -7.01277 0.30
H 4.40482 -5.43991 -6.04570 0.30
H 6.10803 -5.00403 -6.19052 0.31
H 4.76314 -4.77009 -3.81774 0.33
H 6.01713 -3.57888 -4.26852 0.36
O 2.11632 6.84854 2.65566 -0.67
S 3.19498 5.93768 2.96869 1.24
O 4.29677 5.70427 2.06151 -0.69
C 3.84975 6.36652 4.57121 -0.82
C 3.00199 5.56566 5.55037 -0.55
C 2.85293 4.17559 4.92978 -0.76
C 2.49057 4.36739 3.45639 -0.58
H 3.78207 7.44359 4.72530 0.40
H 4.89414 6.04657 4.60163 0.35
H 3.46513 5.52106 6.53870 0.36
H 2.01569 6.02938 5.65901 0.28
H 3.80380 3.63768 5.00841 0.31
H 2.09639 3.58077 5.44741 0.34
H 2.90716 3.57446 2.83298 0.39
H 1.40920 4.42315 3.31429 0.38
```

As for the multiplicity: 1. The calculation puts the calculated total energy at -130465.6408 eV. The SMILES is C#CC[C@@](OC[C@H](C)C(C)C)(OC(=O)CCC(F)=C(F)F)B(N)O.O=S1(=O)CCCC1.O=S1(=O)CCCC1.O=S1(=O)CCCC1.O=S1(=O)CCCC1.O=S1(=O)CCCC1. As for the HOMO-LUMO gap: 7.849 eV.


Entry from the OMol25 dataset: a molecular structure, C35H63MnN8O at a distorted geometry (ωB97M-V with the def2-TZVPD basis set).

Geometry as XYZ:
```
108
Properties=species:S:1:pos:R:3:mulliken_spin:R:1
Mn 3.39110 -3.00192 0.50209 4.83
C -0.21616 -0.61435 -0.58505 -0.01
C 1.30539 -0.38110 -0.30406 0.02
C 1.40118 0.86197 0.60451 0.00
O 1.97090 -1.52522 0.15523 0.10
H -0.27250 -1.55436 -1.13396 -0.01
H -0.64286 0.10772 -1.28120 0.00
H -0.83991 -0.69675 0.30503 0.00
H 1.69426 -0.06657 -1.27254 0.04
H 2.35313 1.39191 0.57220 0.00
H 1.15924 0.56948 1.62628 0.00
H 0.74654 1.64870 0.22954 0.00
C 4.26762 1.04768 -4.71899 0.00
C 3.74060 1.47159 -3.34989 0.00
C 4.48216 0.70531 -2.24302 0.00
C 5.88650 0.94737 -2.13384 0.00
N 7.03486 1.13791 -2.00771 0.00
H 4.02086 1.77380 -5.49355 0.00
H 3.89795 0.08053 -5.05967 0.00
H 5.35572 1.05180 -4.78330 0.00
H 2.68266 1.24848 -3.21176 0.00
H 3.85288 2.54747 -3.21586 0.00
H 4.36908 -0.34911 -2.49505 0.00
H 4.05533 0.91817 -1.26291 0.00
C -1.92267 -1.22845 -3.96023 0.00
C -3.40435 -1.00568 -3.52334 0.00
C -3.88133 0.42334 -3.75794 0.00
C -2.99567 1.38793 -3.15888 0.00
N -2.30632 2.18322 -2.66547 0.00
H -1.81710 -0.86593 -4.98274 0.00
H -1.69779 -2.27821 -3.77177 0.00
H -1.19214 -0.60909 -3.43982 0.00
H -3.38548 -1.12299 -2.43984 0.00
H -4.15936 -1.71123 -3.87011 0.00
H -4.88019 0.68184 -3.40644 0.00
H -3.92384 0.62250 -4.82874 0.00
C 0.87769 -3.82044 -3.76673 0.00
C 2.07860 -3.87639 -4.67200 0.00
C 3.19222 -2.87109 -4.17137 0.00
C 3.66509 -3.14862 -2.77608 -0.01
N 4.02746 -3.28602 -1.69422 0.03
H 1.02997 -4.27852 -2.78945 0.00
H 0.04187 -4.35397 -4.21934 0.00
H 0.48268 -2.81847 -3.59905 0.00
H 1.81379 -3.52065 -5.66770 0.00
H 2.56945 -4.84630 -4.75228 0.00
H 2.82765 -1.84897 -4.27368 0.00
H 4.05846 -2.94022 -4.82935 0.00
C -2.67949 1.33680 1.21819 0.00
C -3.49072 2.21363 2.20507 0.00
C -4.53125 1.42246 2.99527 0.00
C -3.98835 0.24704 3.66008 0.00
N -3.59779 -0.68746 4.19328 0.00
H -1.90971 1.99669 0.81809 0.00
H -3.33012 0.89861 0.46138 0.00
H -2.08000 0.58200 1.72709 0.00
H -4.04729 2.93489 1.60663 0.00
H -2.88700 2.86680 2.83513 0.00
H -5.39748 1.13180 2.40092 0.00
H -4.95962 2.01743 3.80188 0.00
C -5.58105 -1.22290 0.05304 0.00
C -5.23449 -2.05034 1.33059 0.00
C -3.73555 -2.35779 1.41784 0.00
C -3.20227 -3.00330 0.25028 0.00
N -2.84283 -3.56055 -0.70354 0.00
H -5.26581 -1.77120 -0.83471 0.00
H -5.06853 -0.26118 0.03043 0.00
H -6.65163 -1.03191 -0.02101 0.00
H -5.63613 -3.05762 1.22027 0.00
H -5.63527 -1.62609 2.25118 0.00
H -3.47882 -2.97682 2.27749 0.00
H -3.14415 -1.44827 1.52327 0.00
C -3.63906 4.87635 -0.45871 0.00
C -2.22905 4.99749 0.22411 0.00
C -1.03702 4.65034 -0.68401 0.00
C 0.28685 4.80246 -0.06726 0.00
N 1.32423 4.90105 0.44032 0.00
H -3.70232 4.02124 -1.13167 0.00
H -3.94859 5.78409 -0.97669 0.00
H -4.36753 4.64439 0.31822 0.00
H -2.15255 4.40289 1.13444 0.00
H -2.08623 5.99675 0.63540 0.00
H -1.14619 5.14712 -1.64806 0.00
H -1.03482 3.58401 -0.90990 0.00
C 1.21974 -1.82605 5.64888 0.00
C 0.36890 -1.04181 4.62030 0.00
C 0.42565 -1.57961 3.18639 -0.01
C -0.27604 -2.88228 3.10751 0.00
N -0.82008 -3.88068 3.01960 0.00
H 2.26106 -1.92681 5.34291 0.00
H 0.83331 -2.84269 5.72102 0.00
H 1.20633 -1.44370 6.66953 0.00
H 0.66426 0.00702 4.64901 0.00
H -0.62537 -1.04852 5.06696 0.00
H 1.41715 -1.68953 2.74714 0.01
H -0.19581 -0.94425 2.55535 0.00
C 5.60631 0.88720 4.98816 0.00
C 4.90984 -0.17949 4.19666 0.00
C 4.03439 0.37277 3.03509 -0.02
C 4.79633 1.14800 2.01204 0.00
N 5.43261 1.75762 1.25361 0.00
H 6.36927 0.55477 5.69206 0.00
H 4.86044 1.49687 5.49814 0.00
H 6.12501 1.60023 4.34734 0.00
H 4.28872 -0.78592 4.85587 0.00
H 5.62831 -0.91135 3.82748 0.00
H 3.24628 1.06174 3.33891 0.00
H 3.53541 -0.49307 2.59983 0.02
```

As for the multiplicity: 6. The calculation puts the calculated total energy at -82595.3259 eV. As for the net charge: +1. As for the HOMO-LUMO gap (alpha / beta): 6.817 / 6.624 eV.